(1)
{"formula": "C35H91CuN4O13", "method": "the ωB97M-V functional and the def2-TZVPD basis", "symbols": ["Cu", "C", "C", "C", "O", "H", "H", "H", "H", "H", "H", "H", "C", "O", "C", "C", "N", "C", "C", "O", "C", "H", "H", "H", "H", "H", "H", "H", "H", "H", "H", "H", "H", "H", "H", "H", "C", "O", "C", "C", "N", "C", "C", "O", "C", "H", "H", "H", "H", "H", "H", "H", "H", "H", "H", "H", "H", "H", "H", "H", "C", "O", "C", "C", "N", "C", "C", "O", "C", "H", "H", "H", "H", "H", "H", "H", "H", "H", "H", "H", "H", "H", "H", "H", "C", "O", "C", "C", "N", "C", "C", "O", "C", "H", "H", "H", "H", "H", "H", "H", "H", "H", "H", "H", "H", "H", "H", "H", "C", "C", "O", "H", "H", "H", "H", "H", "H", "C", "C", "O", "H", "H", "H", "H", "H", "H", "C", "C", "O", "H", "H", "H", "H", "H", "H", "C", "C", "O", "H", "H", "H", "H", "H", "H"], "positions_angstrom": [[-1.8472, -2.6284, -3.3753], [-0.1605, 0.0468, -0.1397], [-0.4846, -1.3622, -0.6321], [-0.4921, -2.3074, 0.5672], [-1.6394, -1.4480, -1.4785], [0.6600, -0.0386, 0.5726], [-1.0010, 0.6087, 0.2677], [0.1998, 0.6253, -0.9903], [0.3625, -1.5654, -1.2873], [0.4327, -2.1908, 1.1321], [-0.5546, -3.3677, 0.3226], [-1.2687, -2.0272, 1.2788], [4.6031, 6.7111, 3.2274], [3.5960, 5.8064, 2.6939], [3.2282, 4.8242, 3.6396], [2.4297, 3.8110, 2.8936], [1.9377, 2.6719, 3.6826], [0.9802, 1.8457, 2.9541], [0.6457, 0.5501, 3.6359], [1.7597, -0.3742, 3.5156], [1.4622, -1.6396, 4.2413], [5.5071, 6.1951, 3.5511], [4.1642, 7.3057, 4.0286], [5.0361, 7.3722, 2.4767], [2.6793, 5.4003, 4.3845], [4.1138, 4.4670, 4.1652], [2.9814, 3.4726, 2.0166], [1.5948, 4.3456, 2.4407], [2.7037, 2.0645, 3.9362], [1.2467, 1.5333, 1.9444], [0.0525, 2.4179, 2.9552], [-0.1636, 0.0522, 3.1017], [0.4114, 0.6998, 4.6899], [1.2815, -1.3310, 5.2710], [2.2604, -2.3733, 4.1287], [0.5386, -2.0274, 3.8116], [3.4445, 0.5697, -1.0096], [4.2159, -0.2191, -0.0969], [3.5830, -0.5664, 1.1095], [4.4835, -1.2154, 2.1653], [4.7992, -0.3016, 3.2712], [5.7897, -0.9292, 4.1636], [5.2575, -2.2461, 4.8401], [4.1437, -2.1108, 5.7349], [4.2928, -1.1263, 6.7835], [3.0941, 1.5155, -0.5966], [2.5213, 0.0703, -1.3037], [3.9654, 0.7778, -1.9442], [2.6919, -1.1341, 0.8416], [3.2396, 0.3493, 1.5908], [5.3608, -1.5620, 1.6192], [3.9531, -2.1112, 2.4884], [3.9577, -0.2800, 3.8292], [6.1014, -0.2467, 4.9542], [6.7283, -1.1401, 3.6512], [6.0814, -2.5193, 5.4994], [5.2495, -3.1138, 4.1805], [3.3186, -1.1430, 7.2722], [4.3271, -0.1342, 6.3334], [5.1182, -1.3262, 7.4668], [-6.5051, 8.4285, -5.1870], [-5.0535, 8.3287, -5.1311], [-4.4753, 7.0885, -4.7575], [-2.9271, 7.3074, -4.7068], [-2.2788, 6.1503, -4.1099], [-0.8082, 6.0997, -4.1944], [-0.2793, 4.8518, -3.4654], [-0.1988, 5.0453, -2.0612], [0.4563, 4.0888, -1.2591], [-6.9567, 8.3328, -4.1996], [-6.8098, 7.5941, -5.8188], [-6.7767, 9.4105, -5.5744], [-4.6800, 6.3633, -5.5451], [-4.9211, 6.7989, -3.8059], [-2.8640, 8.1737, -4.0483], [-2.5557, 7.5175, -5.7098], [-2.4728, 6.1323, -3.1189], [-0.3422, 7.0290, -3.8668], [-0.4895, 6.0406, -5.2350], [0.7357, 4.6281, -3.7937], [-0.8760, 3.9706, -3.7013], [0.3081, 3.0320, -1.4809], [0.0856, 4.1918, -0.2392], [1.5209, 4.3181, -1.3070], [0.9755, -4.1411, -2.8751], [-0.3891, -4.0017, -2.4773], [-0.8857, -5.1092, -1.6914], [-2.3550, -4.8650, -1.2543], [-3.0906, -4.2706, -2.4024], [-4.3197, -3.5870, -1.9048], [-4.8552, -2.8410, -3.1087], [-3.8508, -1.9898, -3.6605], [-4.3862, -1.1334, -4.7109], [1.0110, -4.9232, -3.6335], [1.6704, -4.2999, -2.0504], [1.3619, -3.2408, -3.3528], [-0.2308, -5.2758, -0.8362], [-0.7928, -6.0012, -2.3110], [-2.3614, -4.1778, -0.4082], [-2.7816, -5.8072, -0.9103], [-3.5778, -5.1011, -2.7073], [-4.0543, -2.8344, -1.1623], [-5.0458, -4.2379, -1.4176], [-5.7102, -2.2297, -2.8200], [-5.2514, -3.5760, -3.8093], [-5.1027, -0.3665, -4.4168], [-4.8365, -1.7652, -5.4765], [-3.6078, -0.6172, -5.2728], [2.3704, -5.0139, 1.4594], [2.3019, -6.1712, 0.4834], [3.2777, -7.0917, 0.7448], [2.2305, -5.5078, 2.4209], [1.6077, -4.2422, 1.3551], [3.3337, -4.5144, 1.3561], [2.4776, -5.8514, -0.5437], [1.2847, -6.5624, 0.4641], [3.3535, -7.6692, -0.0184], [-5.1127, 0.7920, 1.3075], [-4.5155, -0.3821, 0.4644], [-3.9730, 0.1609, -0.7492], [-4.2814, 1.4576, 1.5399], [-5.4775, 0.4602, 2.2796], [-5.8696, 1.3180, 0.7258], [-5.2110, -1.2028, 0.2890], [-3.6088, -0.6806, 0.9906], [-3.1994, -0.3592, -0.9787], [-2.1436, -4.9747, 2.8176], [-0.8270, -5.0289, 3.6092], [-0.5141, -6.4004, 3.6457], [-2.4144, -3.9417, 2.5992], [-2.9113, -5.4487, 3.4292], [-2.0205, -5.5420, 1.8950], [-1.0246, -4.6589, 4.6152], [-0.0354, -4.4358, 3.1513], [0.3442, -6.5361, 4.0537], [0.4685, 0.9759, -4.0586], [-0.9478, 0.6665, -4.3095], [-1.1234, -0.6786, -4.5849], [0.8186, 0.2851, -3.2915], [0.6684, 1.9519, -3.6163], [1.0595, 0.9275, -4.9732], [-1.2648, 1.3164, -5.1252], [-1.5360, 0.8495, -3.4103], [-0.9301, -0.7989, -5.5176]], "mulliken_charge": [0.212, 0.595, 0.568, 0.181, 0.667, -0.801, 0.580, -0.805, -0.442, -0.456, -0.165, -0.041, -0.783, -0.295, -0.603, -0.334, -0.405, -0.265, -1.129, 0.090, -0.842, 0.327, 0.300, 0.263, 0.342, 0.394, 0.150, 0.225, 0.255, 0.076, 0.671, 0.224, 0.495, 0.353, 0.114, 0.365, -0.363, -0.595, 1.440, -0.521, -0.318, -0.886, -0.574, -0.299, -0.746, 0.134, -0.038, 0.408, -0.504, -0.438, 0.571, 0.045, 0.177, 0.399, 0.476, 0.477, 0.330, 0.244, 0.291, 0.318, -0.669, -0.318, -0.576, -0.528, 0.097, -0.709, -0.386, -0.422, -0.299, 0.289, 0.302, 0.243, 0.374, 0.399, 0.338, 0.399, 0.358, 0.378, 0.520, 0.464, 0.214, -0.088, 0.326, 0.359, -0.906, 0.290, -0.313, -0.333, -0.186, -0.327, -0.741, 0.216, -0.903, 0.320, 0.119, 0.274, -0.144, 0.674, -0.248, 0.563, 0.275, -0.187, 0.528, 0.541, 0.466, 0.309, 0.348, 0.193, -0.272, -0.503, -0.529, 0.279, -0.212, 0.386, 0.250, 0.294, 0.369, -1.301, 0.437, -0.556, 0.272, 0.390, 0.326, 0.269, -0.095, 0.013, -1.048, 0.452, -0.584, 0.249, 0.450, 0.119, 0.351, -0.258, 0.323, -0.802, -0.269, -0.218, 0.027, -0.025, 0.506, 0.529, 0.151, 0.221], "multiplicity": 3, "total_charge": 2, "s_squared": 2.02, "total_energy_ha": -4224.811434, "homo_energy_ev": [-11.680, -11.680], "fmax_ev_per_a": 4.39}

(2)
{"formula": "C35H91N15O10", "method": "the ωB97M-V functional and the def2-TZVPD basis", "symbols": ["C", "O", "N", "N", "H", "H", "H", "H", "C", "O", "N", "N", "H", "H", "H", "H", "C", "O", "N", "N", "H", "H", "H", "H", "C", "O", "N", "N", "H", "H", "H", "H", "C", "O", "N", "N", "H", "H", "H", "H", "C", "C", "C", "C", "C", "C", "N", "O", "C", "C", "C", "H", "H", "H", "H", "H", "H", "H", "H", "H", "H", "H", "H", "H", "H", "H", "H", "H", "H", "H", "C", "C", "C", "C", "C", "C", "N", "O", "C", "C", "C", "H", "H", "H", "H", "H", "H", "H", "H", "H", "H", "H", "H", "H", "H", "H", "H", "H", "H", "H", "C", "C", "C", "O", "C", "N", "H", "H", "H", "H", "H", "H", "H", "H", "H", "H", "H", "C", "C", "C", "O", "C", "N", "H", "H", "H", "H", "H", "H", "H", "H", "H", "H", "H", "C", "C", "C", "O", "C", "N", "H", "H", "H", "H", "H", "H", "H", "H", "H", "H", "H"], "positions_angstrom": [[4.0632, 2.8268, 0.8900], [4.2248, 3.1870, 2.0473], [2.8492, 2.5307, 0.4816], [5.0110, 2.8068, -0.0077], [2.6362, 1.7775, -0.1401], [2.2552, 2.6362, 1.2812], [5.7262, 3.4569, 0.2994], [4.6723, 2.9142, -0.9618], [-0.9590, 1.1245, -4.8924], [-0.3408, 2.0497, -4.3883], [-0.8787, -0.0643, -4.3355], [-1.6931, 1.4518, -5.9430], [-1.1229, -0.8131, -4.9636], [0.0934, -0.2191, -4.0737], [-1.2445, 2.2995, -6.2658], [-1.9867, 0.7627, -6.6175], [-2.4935, -2.8760, 1.2107], [-2.1851, -1.7826, 0.7661], [-3.2276, -3.6426, 0.4829], [-2.0184, -3.2150, 2.3269], [-3.7030, -3.1406, -0.2497], [-3.7463, -4.4099, 0.8762], [-1.3867, -2.5805, 2.7848], [-2.0818, -4.1412, 2.6989], [0.3898, -0.2299, -1.1493], [1.3549, 0.2024, -1.7637], [0.5092, -1.2179, -0.2982], [-0.7372, 0.4038, -1.3270], [-0.2483, -1.5814, 0.2537], [1.4647, -1.5038, -0.1855], [-1.5963, -0.1204, -1.2176], [-0.7282, 0.8788, -2.2252], [1.7335, -2.8572, -3.8018], [0.8921, -2.3103, -4.4697], [2.5774, -2.1849, -3.0856], [1.7933, -4.1696, -3.7815], [2.1434, -1.3219, -2.7496], [3.0825, -2.6486, -2.3587], [1.1719, -4.6309, -4.4186], [2.4948, -4.7261, -3.3267], [-4.3744, 3.7932, 2.6964], [-4.3610, 3.8206, 1.1998], [-4.7358, 5.2876, 0.8446], [-4.4557, 5.5788, -0.6024], [-2.9916, 5.3103, -0.8828], [-2.5366, 3.8918, -0.5432], [-2.9238, 3.6928, 0.8572], [-2.5262, 2.4619, 1.2512], [-3.1855, 2.9176, -1.6029], [-1.0227, 3.7383, -0.6205], [-5.3713, 2.7346, 0.7063], [-4.2291, 2.7926, 3.0943], [-5.3491, 4.0654, 3.0910], [-3.5408, 4.4484, 2.9586], [-5.7748, 5.3220, 1.1965], [-4.2046, 5.9144, 1.5655], [-4.7335, 6.6283, -0.7763], [-5.1421, 4.9789, -1.1982], [-2.3646, 5.9706, -0.2802], [-2.7222, 5.4719, -1.9295], [-2.5654, 2.9961, -2.4968], [-3.0715, 1.8783, -1.2977], [-4.2033, 3.2049, -1.8302], [-0.5988, 4.2969, 0.2286], [-0.6945, 2.7163, -0.4728], [-0.7740, 4.0553, -1.6361], [-6.2904, 2.9027, 1.2660], [-4.9406, 1.7566, 0.9222], [-5.5494, 2.8157, -0.3509], [-2.9090, 1.7551, 0.7077], [0.9949, -3.8994, 4.2598], [1.1970, -2.3288, 4.3294], [1.7702, -1.7786, 3.0393], [1.7740, -0.2835, 2.8674], [0.2997, 0.1540, 2.9359], [-0.2751, -0.2654, 4.2725], [-0.1956, -1.7510, 4.4275], [-0.7507, -2.1449, 5.6520], [0.2680, 0.6020, 5.4175], [-1.8347, -0.0244, 4.2027], [2.1535, -2.1106, 5.5343], [0.3009, -4.0400, 3.4440], [0.5016, -4.2349, 5.1665], [1.9978, -4.3218, 4.1706], [2.7285, -2.2766, 2.9198], [1.2118, -2.2513, 2.2298], [2.2251, -0.1469, 1.8855], [2.4599, 0.1643, 3.5873], [-0.2012, -0.4477, 2.1810], [0.0568, 1.2158, 2.8641], [-0.2100, 0.3692, 6.3799], [1.3338, 0.7725, 5.5635], [-0.2943, 1.5285, 5.2397], [-2.0035, 0.9866, 3.8348], [-2.1583, -0.6890, 3.3955], [-2.3590, -0.1900, 5.1456], [2.6284, -1.1523, 5.7385], [3.0243, -2.7346, 5.3203], [1.6287, -2.5023, 6.4028], [-0.2891, -1.6838, 6.3648], [-7.5356, -3.1310, -1.7564], [-6.9313, -2.5900, -3.0616], [-5.4032, -2.6810, -3.1060], [-4.7828, -2.1944, -1.8920], [-4.8148, -0.8101, -1.7193], [-7.2428, -3.1423, -4.3491], [-7.0162, -2.6337, -0.9293], [-7.2279, -4.1665, -1.6348], [-8.6164, -3.0413, -1.8087], [-7.1754, -1.5322, -3.1572], [-5.0303, -2.1120, -3.9660], [-5.1054, -3.7312, -3.1553], [-4.2303, -0.5553, -0.8159], [-5.8457, -0.4913, -1.4548], [-4.4935, -0.3218, -2.6520], [-7.0502, -4.1280, -4.3543], [-8.1863, -2.9760, -4.6936], [4.8346, -4.2966, 2.9850], [5.8533, -4.0944, 1.8133], [5.9714, -2.5642, 1.4140], [4.6301, -2.1096, 1.2240], [4.7360, -0.7324, 0.7758], [7.1308, -4.6736, 2.0793], [5.1623, -3.6806, 3.8394], [4.8757, -5.3094, 3.3681], [3.8853, -3.9145, 2.6196], [5.4531, -4.5782, 0.9272], [6.6332, -2.3729, 0.5679], [6.3370, -2.1557, 2.3433], [3.7423, -0.5040, 0.4232], [5.5605, -0.7460, 0.0800], [5.0112, -0.1248, 1.6435], [7.7037, -4.6081, 1.2377], [7.6416, -4.3138, 2.8733], [6.7494, 2.4208, -3.2660], [5.7673, 1.2838, -3.2101], [4.3392, 1.8126, -3.5537], [3.9920, 2.9577, -2.7229], [2.6301, 3.3692, -2.9627], [6.1230, 0.1238, -4.0228], [6.8453, 2.8104, -4.2857], [7.7143, 1.9859, -3.0046], [6.4515, 3.1969, -2.5461], [5.7415, 0.9376, -2.1801], [3.5843, 1.0474, -3.3849], [4.3908, 2.1004, -4.6044], [2.4833, 3.4944, -4.0399], [2.4939, 4.3642, -2.5512], [1.9915, 2.5673, -2.5891], [6.2946, 0.4227, -4.9819], [5.3320, -0.5324, -4.0419]], "mulliken_charge": [0.287, -0.772, 0.009, -0.139, -0.087, 0.183, 0.275, 0.246, 0.517, -0.603, -0.156, -0.542, 0.280, 0.034, 0.286, 0.216, 0.569, -0.577, -0.399, -0.290, 0.195, 0.207, -0.074, 0.252, 0.115, -0.227, 0.298, 0.966, -0.227, -0.010, -0.212, -0.453, 0.742, -0.698, -0.242, -0.423, -0.113, 0.216, 0.225, 0.162, -2.002, 1.763, -1.460, -0.533, -1.597, 1.996, -0.363, 0.372, -1.375, -1.943, -1.479, 0.273, 0.436, 0.524, 0.458, 0.411, 0.396, 0.336, 0.452, 0.388, 0.482, -0.127, 0.397, 0.486, 0.086, 0.443, 0.533, 0.215, 0.303, 0.089, -1.581, 2.063, -0.927, 0.572, -0.580, 1.500, 0.489, -0.727, -1.843, -1.520, -1.802, 0.353, 0.425, 0.374, -0.628, 0.303, -0.956, 0.530, -0.465, 0.885, 0.448, 0.265, 0.529, 0.384, 0.143, 0.401, 0.246, 0.403, 0.523, 0.424, -1.265, 0.355, -0.804, -0.240, -0.454, -0.564, 0.294, 0.271, 0.361, 0.335, 0.258, 0.423, -0.219, 0.321, 0.367, 0.215, 0.241, -0.985, 0.416, -0.766, -0.224, -0.444, -0.671, 0.269, 0.401, 0.138, 0.260, 0.361, 0.247, -0.411, 0.632, 0.295, 0.279, 0.240, -1.462, 1.102, -0.267, -0.490, -0.567, -0.746, 0.317, 0.452, 0.274, -0.343, 0.066, 0.291, 0.364, 0.329, 0.003, 0.297, 0.228], "e_above_lowest_ev": 0.865, "total_charge": 0, "total_energy_ha": -2961.899335, "homo_energy_ev": -8.489, "fmax_ev_per_a": 5.71, "smiles": "CC1(C)CCCC(C)(C)N1O.CC1(C)CCCC(C)(C)N1O.COC[C@H](C)N.COC[C@H](C)N.COC[C@H](C)N.NC(N)=O.NC(N)=O.NC(N)=O.NC(N)=O.NC(N)=O"}

Which formula does entry 1 have? C35H91CuN4O13

What is the formula in the first record? C35H91CuN4O13